1.
# C44H112BN8O20

A 13-piece molecular cluster, C44H112BN8O20 overall in a non-equilibrium geometry (the ωB97M-V functional and the def2-TZVPD basis, the Open Molecules 2025 dataset).

Each line ends with the Mulliken charge.
Geometry (Å):
O 1.061 -2.833 -3.209  -0.6079
C 0.629 -2.441 -2.184  0.2880
O 0.577 -1.141 -1.799  -0.6936
B -0.090 -1.095 -0.468  1.2094
O -0.546 -2.433 -0.176  -0.5606
C -0.134 -3.277 -1.109  0.1728
O -0.356 -4.440 -1.174  -0.5979
O -1.185 -0.113 -0.434  -0.0407
C -0.787 0.945 0.234  0.2268
O -1.339 1.984 0.388  -0.1323
C 0.567 0.602 0.915  0.2079
O 0.848 -0.691 0.569  -0.3509
O 1.198 1.365 1.592  -0.1401
C 6.351 -1.238 0.102  -1.0307
C 6.250 -2.765 -0.255  0.5413
C 4.858 -2.924 -0.928  -0.1605
O 4.730 -4.363 -1.103  -0.3701
C 3.626 -4.756 -1.846  -0.7073
N 7.229 -3.151 -1.239  -0.8094
H 6.139 -0.533 -0.705  0.2822
H 7.398 -1.081 0.396  0.4232
H 5.758 -1.068 1.001  0.0808
H 6.185 -3.473 0.571  0.3196
H 4.738 -2.373 -1.873  0.5353
H 3.949 -2.685 -0.373  -0.3952
H 3.587 -4.347 -2.858  0.4210
H 2.638 -4.508 -1.447  0.0938
H 3.680 -5.824 -1.936  0.3501
H 7.165 -4.138 -1.488  0.2478
H 8.163 -3.052 -0.867  0.2404
C 1.517 5.112 3.008  -1.5409
C 0.723 4.395 4.062  1.6876
C 0.333 5.154 5.375  -1.0297
O -0.307 6.370 5.059  -0.2846
C -1.233 6.807 6.026  -0.6935
N -0.511 3.938 3.481  -0.4973
H 2.448 5.517 3.393  0.4293
H 0.914 5.966 2.739  0.4143
H 1.588 4.429 2.149  0.2033
H 1.321 3.564 4.442  -0.5474
H 1.226 5.291 5.995  0.3412
H -0.327 4.546 5.999  0.5181
H -2.163 7.117 5.551  0.2277
H -0.833 7.690 6.502  0.2394
H -1.430 6.001 6.719  0.3331
H -0.263 3.292 2.735  -0.2111
H -1.119 3.416 4.115  0.3485
C -2.141 -0.322 -5.899  -1.9652
C -2.218 -1.197 -4.676  2.0263
C -3.710 -1.463 -4.478  -0.8814
O -3.951 -2.400 -3.449  -0.5067
C -3.641 -1.861 -2.204  -0.1539
N -1.514 -2.451 -4.930  -0.3241
H -1.116 0.026 -6.095  0.3736
H -2.756 0.570 -5.725  0.4525
H -2.588 -0.811 -6.774  0.4292
H -1.752 -0.639 -3.856  -0.8201
H -4.115 -1.851 -5.419  0.3579
H -4.198 -0.527 -4.160  0.3452
H -4.253 -0.961 -1.918  0.2866
H -2.605 -1.561 -2.123  -0.1634
H -3.858 -2.630 -1.462  0.2328
H -0.505 -2.279 -4.920  0.2378
H -1.727 -3.087 -4.164  0.1291
C -5.349 3.441 -0.460  -1.2507
C -5.502 2.429 0.628  0.5383
C -5.510 0.992 0.127  0.2109
O -6.053 0.158 1.160  -0.3891
C -6.582 -1.143 0.746  -0.7413
N -4.573 2.663 1.735  -0.7811
H -5.045 4.379 -0.031  0.4262
H -6.258 3.518 -1.056  0.5075
H -4.616 3.095 -1.191  -0.0944
H -6.538 2.538 1.006  0.1805
H -4.486 0.647 -0.131  -0.4850
H -6.095 0.806 -0.779  0.6234
H -6.993 -1.615 1.643  0.3103
H -5.849 -1.758 0.221  0.2050
H -7.482 -1.072 0.115  0.3380
H -3.631 2.642 1.340  0.1650
H -4.575 1.856 2.394  0.2944
C 4.364 3.647 4.529  -1.2454
C 4.228 2.106 4.419  1.1832
C 4.832 1.574 3.118  -0.6140
O 4.926 0.169 3.013  -0.5905
C 3.640 -0.376 2.665  -0.5491
N 4.863 1.426 5.572  -0.7032
H 3.730 3.999 3.718  0.0083
H 5.375 4.015 4.571  0.5176
H 3.925 3.953 5.471  0.3860
H 3.137 1.908 4.465  -0.3528
H 5.829 2.010 3.036  0.4130
H 4.259 1.879 2.232  0.1114
H 2.939 -0.178 3.468  0.6475
H 3.878 -1.429 2.505  0.1422
H 3.279 -0.017 1.695  0.0348
H 4.915 0.393 5.461  0.3008
H 5.796 1.753 5.847  0.2336
C -0.367 5.159 -0.279  -0.9070
C -1.041 6.431 -0.695  0.5427
C -0.348 6.943 -1.992  -0.5014
O -1.040 8.049 -2.541  -0.3209
C -0.715 8.437 -3.840  -0.7780
N -2.445 6.273 -0.954  -0.6165
H -0.639 4.332 -0.920  -0.2922
H -0.746 4.761 0.661  0.2125
H 0.696 5.313 -0.213  0.5953
H -0.867 7.171 0.110  0.1646
H -0.416 6.147 -2.740  0.1102
H 0.737 7.123 -1.831  0.3934
H 0.300 8.745 -4.024  0.3195
H -1.281 9.315 -4.166  0.2619
H -0.883 7.624 -4.582  0.2930
H -2.562 5.390 -1.454  0.1268
H -2.773 7.019 -1.533  0.3189
C 2.246 -3.920 1.587  -0.1214
C 1.768 -4.429 2.952  0.2291
C 0.263 -4.274 3.052  0.6130
O -0.289 -4.833 4.243  -0.5376
C -0.254 -3.895 5.305  -0.6212
N 2.129 -5.857 3.198  -0.7683
H 1.713 -4.421 0.788  0.3085
H 3.344 -4.071 1.576  0.0535
H 1.993 -2.867 1.444  -0.4565
H 2.212 -3.876 3.788  0.4146
H -0.255 -4.828 2.280  0.1607
H -0.010 -3.256 2.917  -0.5287
H -0.589 -2.875 5.078  0.1389
H 0.736 -3.865 5.781  0.3524
H -1.023 -4.178 6.027  0.3082
H 1.697 -6.435 2.463  0.2847
H 1.777 -6.175 4.091  0.3274
C -1.616 -0.384 3.540  -1.2345
C -2.989 -0.889 3.104  1.6422
C -3.185 -2.405 3.179  -0.4675
O -3.244 -2.859 4.501  -0.3926
C -3.706 -4.159 4.632  -0.8685
N -3.977 -0.150 3.807  -0.6949
H -1.461 -0.591 4.591  0.6032
H -1.442 0.678 3.339  0.1029
H -0.915 -1.013 3.006  -0.2359
H -3.109 -0.598 2.041  -0.3933
H -2.373 -2.839 2.583  -0.0686
H -4.149 -2.663 2.677  0.5500
H -4.754 -4.153 4.283  0.3494
H -3.681 -4.408 5.695  0.2838
H -3.058 -4.896 4.203  0.3046
H -4.909 -0.205 3.400  0.1756
H -4.069 -0.493 4.741  0.3261
C -0.628 2.287 -3.349  -1.2655
C -2.042 2.594 -2.955  1.3606
O -2.532 3.616 -3.852  -0.7249
H -0.063 3.201 -3.439  0.4569
H -0.625 1.759 -4.310  0.3897
H -0.225 1.656 -2.561  -0.0786
H -2.106 3.004 -1.930  -0.4286
H -2.648 1.669 -3.005  -0.1046
H -3.312 4.017 -3.494  0.3817
C 0.822 -6.920 -3.055  -0.7599
C -0.154 -6.262 -3.981  0.5775
O -0.583 -7.011 -5.121  -0.5402
H 0.504 -7.972 -2.979  0.3821
H 0.837 -6.414 -2.074  -0.0030
H 1.792 -6.784 -3.513  0.2108
H 0.229 -5.307 -4.369  -0.4937
H -1.090 -5.972 -3.509  0.3438
H -1.238 -7.651 -4.807  0.3227
C 1.443 -4.239 -6.827  -0.4633
C 0.136 -4.516 -7.536  -0.1427
O -0.692 -3.336 -7.630  -0.5663
H 1.301 -4.150 -5.764  -0.2824
H 1.820 -3.301 -7.244  0.3275
H 2.188 -5.035 -6.977  0.3749
H -0.415 -5.263 -6.967  0.1347
H 0.350 -4.858 -8.580  0.2796
H -1.213 -3.280 -6.810  0.3102
C 3.043 1.510 -1.261  0.0704
C 3.359 1.834 -2.722  -0.6703
O 4.100 3.088 -2.863  -0.5747
H 3.987 1.461 -0.738  0.2507
H 2.446 0.573 -1.281  -0.0956
H 2.549 2.311 -0.758  0.1432
H 2.458 1.995 -3.291  0.1220
H 3.842 0.967 -3.195  0.3453
H 5.025 2.854 -2.798  0.3292

- DFT total energy: -3711.48533 a.u.
- Relative energy (zero: lowest compared OMol25 entry of this formula, charge and spin): 0.0 kJ/mol
- HOMO energy: -7.04 eV
- Charge: -1

=====

2.
# C44H114N8O40P6

A 14-piece molecular cluster, C44H114N8O40P6 overall in a non-equilibrium geometry (the ωB97M-V functional and the def2-TZVPD basis, the Open Molecules 2025 dataset).

Each line ends with the Mulliken charge.
Geometry (Å):
C -14.930 30.083 9.490  -1.0738
C -13.617 29.415 9.834  -0.2601
O -13.799 28.473 10.897  -0.3394
P -13.971 26.911 10.752  0.1079
O -13.529 26.081 11.875  0.5520
O -13.201 26.610 9.366  -0.3663
C -12.576 25.322 9.153  -0.0392
C -11.083 25.506 9.385  0.5805
O -15.519 26.749 10.356  -0.3390
C -16.025 25.447 10.149  0.6443
C -16.084 24.950 8.698  -0.9676
H -15.417 30.313 10.442  0.2803
H -14.877 30.926 8.810  0.3939
H -15.627 29.336 9.098  0.2296
H -13.103 28.981 8.971  0.2274
H -12.800 30.046 10.197  0.3628
H -12.934 24.617 9.905  -0.1602
H -12.803 24.994 8.142  0.4941
H -10.749 26.368 8.804  0.4948
H -10.924 25.811 10.420  -0.4759
H -10.568 24.577 9.143  -0.7344
H -15.608 24.653 10.777  -0.4597
H -17.066 25.432 10.481  0.4162
H -16.730 25.492 8.013  0.3698
H -15.146 24.686 8.204  0.0231
H -16.503 23.939 8.790  0.2558
C -20.125 27.784 15.699  -1.3524
C -19.225 26.575 15.946  0.0899
O -20.032 25.413 15.712  -0.1312
P -20.777 24.629 16.883  0.4155
O -21.920 25.369 17.434  -0.8176
O -21.153 23.210 16.259  -0.3692
C -20.159 22.411 15.586  0.9196
C -19.672 21.326 16.509  1.5504
O -19.534 24.322 17.858  0.0947
C -19.788 23.889 19.198  -0.3500
C -18.479 23.562 19.877  -0.9861
H -20.637 27.674 14.744  0.3032
H -20.878 27.764 16.488  0.3099
H -19.580 28.727 15.720  0.4291
H -18.405 26.552 15.227  0.2144
H -18.764 26.635 16.933  0.2193
H -20.528 22.079 14.619  0.3251
H -19.298 23.044 15.384  -0.7634
H -19.330 21.625 17.498  -0.4760
H -20.479 20.604 16.653  -0.1959
H -18.822 20.898 15.970  -0.6783
H -20.282 24.681 19.767  0.3960
H -20.512 23.071 19.167  0.3406
H -18.553 23.141 20.878  0.3621
H -17.963 22.794 19.293  0.0329
H -17.833 24.439 19.930  0.3408
C -23.601 14.078 15.549  -1.1583
C -24.048 15.537 15.509  -0.2585
O -23.194 16.316 16.356  -0.2532
P -22.637 17.733 15.869  0.4616
O -23.633 18.807 15.717  -0.7468
O -21.478 18.106 16.900  0.2852
C -21.928 18.482 18.230  -0.1616
C -22.211 17.306 19.140  -1.3192
O -21.836 17.374 14.527  -0.3275
C -21.025 18.360 13.889  -0.9395
C -19.622 18.463 14.444  0.9361
H -23.572 13.807 16.606  0.2889
H -24.357 13.521 14.997  0.3888
H -22.601 13.888 15.164  0.2870
H -24.004 15.956 14.500  0.3388
H -25.070 15.633 15.878  0.3002
H -21.163 19.138 18.642  0.1090
H -22.816 19.112 18.154  0.4522
H -21.336 16.650 19.174  0.2973
H -22.407 17.632 20.161  0.4058
H -23.030 16.666 18.822  0.2735
H -20.985 18.129 12.826  0.3598
H -21.544 19.321 13.967  0.2613
H -19.523 18.724 15.502  -0.3125
H -19.168 17.475 14.431  0.4117
H -19.023 19.244 13.976  -0.3363
C -13.477 14.508 7.988  -1.5063
C -13.249 15.770 8.780  0.7660
O -11.836 15.822 9.039  -0.4027
P -11.189 16.979 9.920  0.3326
O -9.841 16.626 10.353  -0.8391
O -11.278 18.251 8.969  0.3889
C -10.135 18.575 8.163  -0.1807
C -10.547 19.638 7.159  -1.2106
O -12.227 17.348 11.080  -0.1991
C -12.069 18.504 11.897  0.6538
C -12.741 18.199 13.230  -0.7598
H -13.014 14.505 7.001  0.3436
H -13.053 13.666 8.538  0.3442
H -14.529 14.246 7.864  0.3931
H -13.584 16.726 8.367  0.1022
H -13.826 15.719 9.711  -0.1454
H -9.327 18.980 8.782  0.2032
H -9.691 17.675 7.736  0.5243
H -11.009 20.506 7.627  0.0063
H -9.632 19.917 6.633  0.3969
H -11.247 19.220 6.435  0.4115
H -10.996 18.670 12.020  0.6975
H -12.538 19.390 11.465  -0.5135
H -12.763 19.041 13.920  -0.3945
H -13.757 17.857 13.022  -0.0043
H -12.328 17.319 13.729  0.6460
C -16.860 23.811 14.998  -1.0017
C -15.542 24.012 14.266  0.0199
O -15.412 23.031 13.240  0.8856
P -14.615 21.665 13.406  -0.5884
O -14.719 20.802 12.222  -0.0476
O -15.084 20.953 14.778  -0.1954
C -16.013 19.842 14.675  1.9133
C -16.074 19.164 16.033  -1.7159
O -13.133 22.106 13.806  0.0513
C -12.402 22.953 12.921  1.4653
C -11.642 23.987 13.749  0.5052
H -16.821 24.313 15.968  0.5732
H -17.705 24.251 14.470  0.2778
H -17.009 22.746 15.175  -0.2240
H -15.506 25.002 13.807  0.2400
H -14.726 24.036 14.994  -0.1694
H -16.941 20.310 14.341  -0.2255
H -15.605 19.115 13.971  -1.1983
H -15.323 18.405 16.234  0.5781
H -16.149 19.923 16.816  0.2589
H -17.039 18.658 16.148  0.5206
H -11.626 22.355 12.434  -1.4171
H -13.072 23.375 12.168  0.3973
H -11.522 23.535 14.736  -0.1367
H -10.644 24.182 13.357  -0.8522
H -12.160 24.935 13.893  -0.1888
C -12.579 20.282 16.715  0.0508
C -11.277 19.554 16.907  -0.5892
O -10.293 20.361 17.572  -0.1144
P -8.750 20.032 17.544  0.9212
O -7.918 20.997 18.274  -0.8006
O -8.645 18.497 18.017  -0.3175
C -7.452 17.708 17.728  -0.2780
C -6.358 18.079 18.715  -1.0769
O -8.500 19.952 15.955  -0.3237
C -8.436 21.153 15.211  -0.7607
C -9.421 21.116 14.047  0.2819
H -13.050 20.708 17.608  0.3508
H -12.470 21.103 16.008  -0.2720
H -13.350 19.561 16.446  -0.1740
H -11.424 18.657 17.513  0.4178
H -10.866 19.257 15.941  0.3995
H -7.734 16.667 17.848  0.3029
H -7.174 17.975 16.708  0.2725
H -6.666 17.883 19.740  0.2635
H -5.564 17.352 18.492  0.4177
H -5.888 19.048 18.575  0.3074
H -8.855 21.968 15.814  0.2845
H -7.452 21.476 14.872  0.4412
H -9.314 22.001 13.416  -0.0519
H -9.255 20.259 13.392  0.3017
H -10.444 21.164 14.425  -0.2519
C -14.343 20.678 8.824  0.2716
N -15.329 19.736 8.220  1.0313
O -16.307 20.238 7.696  -0.6082
O -15.119 18.547 8.299  -0.5983
H -13.540 20.917 8.132  0.4351
H -13.963 20.158 9.699  -0.3315
H -14.882 21.580 9.089  -0.3067
C -16.035 17.552 11.289  -0.3205
N -17.262 17.451 12.107  1.1815
O -18.237 18.009 11.635  -0.5912
O -17.291 16.822 13.143  -0.6088
H -15.370 18.308 11.704  -0.2099
H -16.320 17.827 10.281  0.3440
H -15.595 16.557 11.302  0.2463
C -17.369 21.772 10.659  0.4222
N -18.279 22.319 11.712  1.1375
O -18.345 23.526 11.747  -0.6292
O -18.778 21.557 12.501  -0.5816
H -16.517 22.443 10.614  -0.6702
H -17.889 21.850 9.705  0.4941
H -17.080 20.757 10.907  -0.2323
C -9.177 26.068 12.645  -0.7534
N -8.751 25.057 11.625  0.9494
O -8.926 23.875 11.800  -0.4487
O -8.124 25.499 10.681  -0.5792
H -9.116 25.592 13.620  0.3414
H -10.203 26.227 12.311  0.2016
H -8.525 26.927 12.587  0.2905
C -11.029 23.007 19.280  -0.7732
N -11.053 23.720 17.977  0.9454
O -10.073 24.383 17.718  -0.5964
O -12.075 23.661 17.326  -0.3809
H -11.876 22.343 19.403  0.2379
H -10.959 23.746 20.074  0.3806
H -10.115 22.416 19.300  0.1851
C -12.650 27.976 14.760  -0.5106
N -13.774 27.604 15.625  1.0063
O -13.747 26.485 16.087  -0.4864
O -14.737 28.328 15.701  -0.5762
H -12.826 28.940 14.282  0.3164
H -12.629 27.330 13.881  -0.0806
H -11.693 28.027 15.269  0.2958
C -9.402 22.199 9.143  -0.9895
N -10.536 21.679 9.970  0.9282
O -10.270 21.110 10.994  -0.4433
O -11.646 22.007 9.582  -0.3876
H -9.543 23.147 8.635  0.2517
H -9.430 21.460 8.331  0.2004
H -8.410 22.116 9.573  0.2828
C -16.739 19.340 19.840  -0.9089
N -18.151 19.510 19.438  0.9850
O -18.527 18.877 18.478  -0.4349
O -18.856 20.193 20.149  -0.5373
H -16.207 18.868 19.023  0.3042
H -16.780 18.770 20.766  0.3479
H -16.295 20.306 20.071  0.2947

- DFT total energy: -7240.55960 a.u.
- Relative energy (zero: lowest compared OMol25 entry of this formula, charge and spin): 73.3 kJ/mol
- HOMO energy: -9.93 eV